w | Molecular formula: C5H12NP
Method: DFT, the ωB97M-V functional and the def2-TZVPD basis

Structure (ORCA input):
```
! wB97M-V def2-TZVPD RIJCOSX def2/J DEFGRID3
* xyz 0 1
C 1.644 -1.280 -1.881
C 0.959 -0.307 -0.841
C 1.284 -0.540 0.445
C 0.454 0.212 1.512
P -1.177 0.025 0.800
C -1.859 1.732 0.540
N -1.125 -0.980 -0.368
H 0.875 -2.019 -2.134
H 2.497 -1.741 -1.366
H 1.948 -0.818 -2.825
H 0.363 0.596 -1.002
H 2.138 -1.079 0.865
H 0.399 -0.172 2.569
H 0.911 1.326 1.569
H -1.803 -0.325 1.985
H -0.824 2.308 0.255
H -2.401 2.252 1.437
H -2.524 1.804 -0.419
H -1.760 -0.993 -1.140
*
```

Properties
HOMO energy: -7.39 eV
Kohn-Sham gap: 8.37 eV

Charges in e, computed with Löwdin, in the same order as the atoms: -0.070 -0.238 -0.253 -0.326 0.604 -0.257 -0.230 0.063 0.067 0.057 0.080 0.095 0.082 0.130 0.000 0.071 0.063 0.057 0.007


x | Molecular formula: C5H12NP
Method: DFT, the ωB97M-V functional and the def2-TZVPD basis

Structure (ORCA input):
```
! wB97M-V def2-TZVPD RIJCOSX def2/J DEFGRID3
* xyz 0 1
C 2.082 -1.497 0.978
P 1.520 -0.312 -0.321
C 1.453 1.186 0.652
N 1.297 2.264 -0.096
H 2.805 -2.020 0.366
H 1.208 -2.033 1.267
H 2.691 -0.949 1.753
H 2.852 -0.076 -0.805
H 1.299 3.119 0.426
H 1.277 2.245 -1.179
C -1.446 -1.409 -0.258
C -1.654 -0.208 -0.762
C -2.734 0.625 -0.137
H -1.882 -1.714 0.610
H -0.713 -1.996 -0.824
H -1.186 0.167 -1.645
H -3.466 -0.061 0.213
H -3.191 1.288 -0.820
H -2.213 1.380 0.581
*
```

Properties
HOMO energy: -7.71 eV
Kohn-Sham gap: 8.63 eV

Charges in e, computed with Löwdin, in the same order as the atoms: -0.356 0.762 -0.400 -0.080 0.003 -0.001 0.048 -0.045 0.066 0.121 -0.071 -0.293 -0.115 0.033 0.045 0.072 0.059 0.043 0.110


y | Molecular formula: C5H12NP
Method: DFT, the ωB97M-V functional and the def2-TZVPD basis

Structure (ORCA input):
```
! wB97M-V def2-TZVPD RIJCOSX def2/J DEFGRID3
* xyz 0 1
C 1.186 0.659 0.171
C 0.138 -0.458 0.085
C 1.455 1.398 -0.883
C 0.096 -1.235 1.358
C 0.497 -1.328 -1.044
N -1.879 -0.545 -0.226
P -2.218 0.838 0.368
H 1.618 0.836 1.237
H -3.509 0.898 0.366
H 2.427 2.084 -0.992
H 0.951 1.356 -1.830
H 1.070 -1.434 1.670
H -0.466 -2.125 1.236
H -0.371 -0.710 2.098
H 0.231 -0.716 -1.887
H 0.012 -2.361 -0.922
H 1.587 -1.529 -1.188
H -1.757 2.062 -0.081
H -1.817 1.135 1.710
*
```

Properties
HOMO energy: -8.64 eV
Kohn-Sham gap: 9.15 eV

Charges in e, computed with Löwdin, in the same order as the atoms: -0.163 -0.470 -0.015 -0.124 -0.131 -0.270 0.597 0.143 -0.080 0.108 0.053 0.069 0.071 0.031 0.060 0.110 0.099 -0.057 -0.031


Stability verdict: w, ahead by 0.574 eV